This record from the Open Molecules 2025 dataset describes C24H26F5N9O2S2Ti as an isolated structure. The level of theory is ωB97M-V with the def2-TZVPD basis set.

Computed properties:
Net charge: +2
E_LUMO, eV: -6.66
Gap between HOMO and LUMO, eV: 6.35
Energy above the lowest of the compared OMol25 structures with the same formula, charge and spin, kJ/mol: 26.2

Geometry as XYZ:
```
69
C24H26F5N9O2S2Ti ωB97M-V with the def2-TZVPD basis set
Ti -0.0564 0.0917 0.6192
N 4.8942 -5.5993 1.2593
C 4.2336 -4.5075 0.8238
C 4.2793 -3.3023 1.5542
C 3.6033 -2.1924 1.1150
C 2.8556 -2.2726 -0.0626
C 2.8062 -3.4526 -0.8126
C 3.4805 -4.5568 -0.3676
S 2.1008 -0.8791 -0.7053
O 2.6551 -0.3925 -1.9210
O 0.5907 -1.1123 -0.8268
N 1.9893 0.2096 0.5006
C 2.1323 1.5492 0.1338
N 0.9487 2.1641 0.2532
C 0.8941 3.4533 -0.0904
C 2.0186 4.1140 -0.5308
C 3.1992 3.3787 -0.5903
N 3.2623 2.0924 -0.2556
H 5.4840 -5.5560 2.0706
H 4.9152 -6.4418 0.7135
H 4.8614 -3.2534 2.4652
H 3.6519 -1.2666 1.6698
H 2.2408 -3.4952 -1.7346
H 3.4420 -5.4763 -0.9372
H -0.0647 3.9498 0.0115
H 1.9895 5.1576 -0.8059
H 4.1276 3.8341 -0.9136
F -4.1486 -3.9554 -2.1983
C -3.3307 -3.4790 -1.2813
C -3.7440 -2.4557 -0.4432
F -4.9610 -1.9383 -0.5594
C -2.8672 -1.9700 0.5046
F -3.3099 -0.9688 1.2939
C -1.5640 -2.4522 0.6463
S -0.5031 -1.8088 1.9065
C -1.1918 -3.4881 -0.2035
F 0.0246 -4.0104 -0.1061
C -2.0521 -3.9978 -1.1552
F -1.6603 -4.9787 -1.9537
N -0.9393 1.2239 4.6290
C 0.4311 1.2279 4.7065
C 0.8739 1.0915 3.4341
N -0.2215 1.0118 2.5789
C -1.2941 1.0767 3.3510
H -1.5742 1.3188 5.4068
H 0.9587 1.3409 5.6366
H 1.8855 1.0577 3.0701
H -2.3183 1.0053 3.0251
C -0.5563 0.7474 -2.9291
N -1.2118 1.9055 -2.3208
C -1.0158 3.1620 -3.0399
C -1.8992 1.8204 -1.1858
N -1.6371 0.8266 -0.2973
N -2.8474 2.7309 -0.9030
C -3.7559 3.2617 -1.9262
C -3.3119 2.9147 0.4691
H -0.7508 0.7713 -4.0007
H -0.9547 -0.1723 -2.5149
H 0.5235 0.7747 -2.7747
H 0.0381 3.2345 -3.3095
H -1.2761 4.0086 -2.4111
H -1.6031 3.1989 -3.9573
H -2.4662 0.6223 0.2593
H -3.5525 2.8080 -2.8901
H -3.6730 4.3451 -2.0033
H -4.7777 3.0080 -1.6429
H -4.1211 2.2227 0.7215
H -3.6946 3.9288 0.5665
H -2.4852 2.7910 1.1661
```



This record from the Open Molecules 2025 dataset describes C9H26F9O16Pt2S3 as an isolated structure at a distorted geometry. The level of theory is ωB97M-V with the def2-TZVPD basis set.

Computed properties:
Net charge: +1
E_LUMO (alpha / beta), eV: -4.79 / -6.31
⟨S²⟩: 6.01
Gap between HOMO and LUMO (alpha / beta), eV: 6.65 / 5.13
2S+1: 5

Geometry as XYZ:
```
65
C9H26F9O16Pt2S3 ωB97M-V with the def2-TZVPD basis set
Pt 1.4742 -1.9919 -3.3040
Pt -0.7159 -4.9021 0.6618
C 3.5536 -5.8177 -1.4057
F 4.0142 -6.5252 -0.3443
F 4.7232 -5.5106 -2.1723
F 2.7201 -6.6588 -2.1159
S 2.5918 -4.2457 -0.8524
O 2.1017 -3.6306 -2.0405
O 1.4265 -4.6499 -0.0006
O 3.5179 -3.3402 -0.2240
C -2.8955 -3.0455 -2.8738
F -2.5358 -1.8854 -2.2316
F -3.8770 -3.6423 -2.1177
F -3.3005 -2.7491 -4.1273
S -1.3090 -4.2020 -2.9487
O -0.2047 -3.3981 -3.5298
O -0.9916 -4.6519 -1.5566
O -1.5587 -5.3962 -3.7848
C -0.9331 -0.0349 0.3659
F -2.1699 -0.4707 0.2055
F -0.7728 0.9272 -0.4439
F -0.8638 0.2926 1.6579
S 0.2834 -1.4683 -0.1081
O 1.5866 -1.2098 0.6076
O -0.3233 -2.7507 0.4192
O 0.4124 -1.4441 -1.5821
O -1.9378 -1.7105 3.7671
H -2.2407 -1.3846 4.6146
H -2.2449 -1.0597 3.1360
O 3.2433 -1.6706 2.6324
H 2.9826 -0.7822 2.8754
H 2.7734 -1.8440 1.8167
O 2.5616 0.8130 3.1182
H 2.2170 1.2633 3.8894
H 1.8337 0.8101 2.4967
O -1.7504 -4.3546 2.4993
H -2.1487 -3.5544 2.8416
H -2.0265 -5.0396 3.1082
O 1.6870 0.4078 -3.2303
H 2.4865 0.7803 -3.6023
H 1.3269 1.1077 -2.6857
C 0.2314 5.1085 -2.0211
C 0.0291 3.5791 -1.9858
C -1.3993 3.2374 -2.4188
O 0.8015 2.9821 -2.9892
H 1.2501 5.2163 -1.6487
H -0.3481 5.6905 -1.3045
H 0.2116 5.6361 -2.9747
H 0.4573 3.1361 -1.0867
H -1.4850 2.2077 -2.7659
H -1.8405 3.8983 -3.1650
H -1.9427 3.4014 -1.4883
H 0.6026 3.2535 -3.8883
C -1.7439 3.7259 1.9349
C -0.4635 3.9230 2.8411
C -0.2861 5.4003 3.3545
O -0.6274 3.1824 4.0279
H -1.6241 4.0303 0.8951
H -2.5674 4.3077 2.3490
H -2.0933 2.6956 1.8688
H 0.4205 3.5812 2.3028
H 0.6398 5.5222 3.9167
H -1.0246 5.7864 4.0571
H -0.3645 6.1106 2.5315
H -1.5502 3.0075 4.2266
```



This record from the Open Molecules 2025 dataset describes a 2-piece molecular cluster, H2N4O2 overall at a distorted geometry. The level of theory is ωB97M-V with the def2-TZVPD basis set.

Computed properties:
Net charge: 0
E_LUMO, eV: 0.46
Structure (SMILES): O/N=N\O.N#N
Gap between HOMO and LUMO, eV: 11.46
Energy above the lowest of the compared OMol25 structures with the same formula, charge and spin, kJ/mol: 35.0

Geometry as XYZ:
```
8
H2N4O2 ωB97M-V with the def2-TZVPD basis set
N -0.8377 -2.7316 -0.9646
N 1.2660 0.5935 -0.4213
N -0.4597 -2.7580 0.0558
N 0.1139 0.3328 -0.6386
O 1.6235 1.4706 0.5675
O -0.8690 0.8230 0.2922
H 0.9811 1.7412 1.1961
H -1.8180 0.5287 -0.0871
```



This record from the Open Molecules 2025 dataset describes a 7-piece molecular cluster, C33H73N5O10PS2 overall at a distorted geometry. The level of theory is ωB97M-V with the def2-TZVPD basis set.

Computed properties:
Net charge: +1
E_LUMO, eV: -2.61
Gap between HOMO and LUMO, eV: 8.05

Geometry as XYZ:
```
124
C33H73N5O10PS2 ωB97M-V with the def2-TZVPD basis set
C 2.0894 -3.5403 2.3767
C 2.3061 -2.4312 1.4026
O 1.4661 -1.9896 0.6747
N 3.6271 -1.7846 1.3497
C 4.7370 -2.4346 2.0043
C 5.6854 -1.6261 2.8285
O 4.8514 -3.6091 1.7939
N 3.5379 -0.4071 1.4908
C 2.9152 0.2999 2.4452
C 2.1457 -0.2574 3.5836
C 1.6492 0.8011 4.5732
C 0.3036 1.3917 4.1473
S -0.9383 0.1044 4.0651
C -2.1953 0.8865 3.0695
S -1.9829 2.3463 2.3664
N -3.3240 0.1076 3.0175
C -4.3966 0.6268 2.1704
C -4.1468 0.3175 0.6805
O -2.9195 -0.3526 0.4503
C -2.7451 -1.5112 1.2268
C -3.1541 -1.3162 2.6970
N 3.1226 1.5704 2.1493
C 3.8808 1.7152 0.9921
P 4.4107 3.2506 0.2044
N 4.4124 3.1711 -1.3460
C 4.1396 0.4567 0.5806
O 4.8416 -0.0006 -0.4447
H 2.6221 -3.3929 3.3129
H 2.4763 -4.4686 1.9586
H 1.0209 -3.6479 2.5272
H 5.2926 -0.6704 3.1647
H 5.9709 -2.2155 3.6931
H 6.5650 -1.4032 2.2268
H 2.7748 -1.0055 4.0694
H 1.2876 -0.7720 3.1412
H 1.5674 0.3454 5.5578
H 2.3700 1.6140 4.6705
H 0.3698 1.9089 3.1920
H -0.0199 2.1350 4.8737
H -4.5442 1.6875 2.3375
H -5.3133 0.1311 2.4948
H -4.9798 -0.2288 0.2416
H -4.0739 1.2618 0.1433
H -1.6820 -1.7443 1.1710
H -3.2946 -2.3614 0.8102
H -4.1094 -1.7984 2.8969
H -2.4211 -1.7910 3.3422
H 2.7683 2.3495 2.6825
H 5.6224 3.5472 0.8458
H 3.4929 4.1336 0.8005
H 5.3344 3.3531 -1.7253
H 4.2435 -0.2675 -1.1602
C -3.2318 2.6450 -3.0950
C -2.4577 1.4485 -3.6234
C -3.3837 0.2895 -3.9612
O -1.4696 1.0374 -2.6769
H -3.7615 2.3745 -2.1758
H -2.5524 3.4648 -2.8628
H -3.9634 2.9983 -3.8223
H -1.9002 1.7482 -4.5108
H -3.9156 -0.0439 -3.0645
H -2.8124 -0.5576 -4.3413
H -4.1210 0.5772 -4.7118
H -1.9333 0.7646 -1.8763
C -8.5579 -0.2039 -0.9211
C -7.7574 -1.3954 -1.4244
C -8.6608 -2.5726 -1.7549
O -6.7740 -1.7764 -0.4612
H -9.0923 -0.4709 -0.0045
H -7.8976 0.6331 -0.6912
H -9.2895 0.1246 -1.6598
H -7.1929 -1.1074 -2.3126
H -9.1978 -2.8975 -0.8591
H -8.0731 -3.4164 -2.1156
H -9.3946 -2.3081 -2.5167
H -7.2339 -2.0376 0.3461
C 10.6689 -0.0906 1.8839
C 9.2229 0.3543 2.0156
C 9.1160 1.8236 2.3921
O 8.5327 -0.4586 2.9746
H 11.1905 0.0341 2.8364
H 10.7224 -1.1435 1.6096
H 11.1945 0.4928 1.1282
H 8.7026 0.1816 1.0709
H 9.5931 2.0032 3.3587
H 8.0699 2.1246 2.4777
H 9.6013 2.4580 1.6504
H 8.9702 -0.3398 3.8250
C 1.1803 2.0288 -5.6676
C 0.7765 3.4828 -5.8612
C 1.9833 4.4075 -5.8313
O -0.1778 3.8715 -4.8731
H 1.6587 1.8971 -4.6930
H 0.3052 1.3793 -5.6957
H 1.8794 1.7055 -6.4400
H 0.2586 3.5932 -6.8150
H 2.4858 4.3391 -4.8620
H 1.6752 5.4428 -5.9757
H 2.7030 4.1464 -6.6080
H 0.2396 3.7813 -4.0094
C -8.9309 -1.6076 4.8086
C -8.9021 -2.0235 3.3473
C -9.9304 -3.1024 3.0493
O -7.5905 -2.4676 2.9799
H -8.6953 -2.4622 5.4487
H -8.1904 -0.8313 5.0018
H -9.9129 -1.2295 5.0925
H -9.0936 -1.1529 2.7173
H -9.7217 -3.9974 3.6416
H -9.8985 -3.3856 1.9968
H -10.9388 -2.7635 3.2867
H -7.3799 -3.2400 3.5155
C 3.3727 -1.1090 -4.4695
C 4.6057 -0.9384 -5.3429
C 5.8794 -1.2894 -4.5880
O 4.6763 0.3894 -5.8536
H 3.4321 -0.4317 -3.6087
H 2.4687 -0.8538 -5.0208
H 3.2794 -2.1322 -4.1021
H 4.5170 -1.5782 -6.2214
H 6.0034 -0.6218 -3.7285
H 6.7506 -1.1661 -5.2301
H 5.8577 -2.3181 -4.2251
H 4.7533 0.9946 -5.1081
```